Density functional theory data (wB97M-V/def2-TZVPD) for C5H9NO as an isolated structure.

```
16
Properties=species:S:1:pos:R:3:forces:R:3:lowdin_charge:R:1
N 2.746038 0.575313 0.380093 -0.3109 0.0564 -0.0580 0.128
H -1.183106 2.067523 -0.678459 0.0706 -0.1188 0.0672 0.121
C -1.339356 -0.443114 -0.511597 -0.2736 -0.1027 0.0353 -0.188
H -0.338230 -0.159949 -1.150880 -0.0517 0.1129 0.0340 0.162
C -0.510597 -1.184085 0.556291 0.0051 -0.0101 -0.0221 -0.235
H -1.570243 -1.197725 -1.280923 0.0785 0.1212 0.0714 0.113
H 1.520185 -1.741686 -0.238426 -0.0743 0.1123 0.0685 0.105
H -0.729254 -2.254546 0.583938 0.0400 0.1579 -0.0136 0.105
O 0.677793 1.480551 -0.204470 -0.1076 0.0543 0.0189 -0.043
H 2.947910 1.561307 0.211867 0.0063 -0.0782 0.0175 0.052
H -0.990141 1.261956 0.985428 0.0556 -0.0682 -0.1434 0.117
H -0.677961 -0.801466 1.572735 0.0304 -0.0307 -0.1428 0.103
C 1.527925 0.323085 0.148576 0.1426 -0.2137 -0.0636 -0.439
H -2.317855 0.023172 -0.315878 0.1462 -0.0333 -0.0098 0.093
C 0.852011 -0.912797 -0.027727 0.2101 -0.0343 0.1458 -0.110
C -0.615124 1.402454 -0.030564 0.0327 0.0749 -0.0053 -0.085
```
Forces are in eV/Å.

Output
Energy above the lowest of the compared OMol25 structures with the same formula, charge and spin: 623.0 kJ/mol